# 1
# C32H94N4O21

A cluster of 13 separate species, C32H94N4O21 in total (ωB97M-V/def2-TZVPD, the Open Molecules 2025 dataset).

```
! RIJCOSX wB97M-V def2-TZVPD def2/J DEFGRID3
* xyz -1 2
C -1.025 1.540 3.624
O -0.264 1.439 4.822
C 0.881 0.605 4.769
C 1.836 1.094 5.871
N 2.273 2.511 5.624
C 3.242 2.994 6.607
C 3.510 4.528 6.456
O 2.247 5.206 6.244
C 2.165 6.540 6.697
H -0.506 2.133 2.871
H -1.930 2.101 3.856
H -1.247 0.600 3.117
H 1.468 0.679 3.853
H 0.589 -0.434 4.914
H 2.697 0.470 6.113
H 1.253 1.051 6.791
H 1.424 3.048 5.727
H 4.213 2.499 6.580
H 2.803 2.903 7.601
H 4.263 4.586 5.669
H 3.990 4.858 7.377
H 1.213 6.999 6.430
H 2.927 7.217 6.312
H 2.351 6.519 7.771
C -4.179 -0.443 -4.162
O -4.687 -1.576 -3.471
C -4.805 -1.154 -2.111
C -5.581 -2.191 -1.194
N -5.195 -3.584 -1.462
C -5.972 -4.622 -0.787
C -5.498 -5.986 -1.336
O -6.170 -6.292 -2.571
C -5.972 -7.585 -3.089
H -3.343 0.085 -3.704
H -4.989 0.279 -4.277
H -3.998 -0.702 -5.205
H -5.257 -0.170 -1.988
H -3.792 -1.105 -1.710
H -6.649 -2.058 -1.370
H -5.538 -1.882 -0.149
H -5.139 -3.653 -2.468
H -7.034 -4.442 -0.957
H -5.872 -4.532 0.295
H -5.625 -6.779 -0.599
H -4.447 -5.939 -1.619
H -5.122 -7.755 -3.750
H -6.897 -7.786 -3.630
H -5.807 -8.234 -2.230
C 4.927 -4.983 -9.924
O 3.823 -5.039 -9.046
C 3.603 -3.843 -8.211
C 2.553 -4.161 -7.066
N 2.258 -2.927 -6.325
C 1.273 -3.189 -5.247
C 0.630 -1.887 -4.770
O -0.199 -1.473 -5.834
C -0.777 -0.206 -5.659
H 4.829 -5.921 -10.472
H 5.830 -4.840 -9.331
H 4.877 -4.145 -10.619
H 3.258 -3.055 -8.880
H 4.474 -3.447 -7.687
H 2.943 -4.907 -6.374
H 1.678 -4.617 -7.528
H 1.820 -2.192 -6.861
H 1.882 -3.615 -4.450
H 0.499 -3.896 -5.544
H 1.448 -1.173 -4.678
H 0.084 -1.960 -3.830
H -0.135 0.629 -5.380
H -1.455 -0.391 -4.826
H -1.286 0.138 -6.559
C 3.991 -1.751 8.161
O 3.863 -1.872 6.777
C 5.008 -1.410 6.076
C 4.925 -1.915 4.652
N 3.769 -1.321 3.976
C 3.664 -1.822 2.591
C 2.252 -1.426 2.066
O 1.273 -2.194 2.800
C -0.096 -2.208 2.296
H 4.183 -0.706 8.404
H 4.783 -2.439 8.457
H 3.047 -1.960 8.664
H 5.943 -1.797 6.482
H 5.038 -0.320 6.076
H 4.790 -2.992 4.756
H 5.858 -1.822 4.096
H 2.921 -1.656 4.409
H 3.740 -2.904 2.704
H 4.464 -1.439 1.959
H 2.101 -1.532 0.992
H 2.163 -0.348 2.194
H -0.801 -2.818 2.860
H -0.303 -2.501 1.267
H -0.380 -1.156 2.308
O -3.081 -0.346 1.039
H -3.422 -0.251 1.928
H -2.714 0.513 0.829
O 3.540 1.510 -1.080
H 4.098 2.148 -1.524
H 3.814 1.546 -0.164
O -2.486 2.550 1.224
H -1.813 3.169 0.939
H -3.249 2.761 0.686
O -0.073 -3.128 -1.106
H 0.225 -4.000 -0.846
H -1.020 -3.148 -0.972
O -3.100 2.505 -3.812
H -3.734 2.875 -4.426
H -2.321 3.053 -3.913
C 0.015 0.568 -0.333
C -0.797 0.490 -1.611
O -1.779 1.523 -1.577
O 0.961 1.603 -0.343
H 0.682 -0.282 -0.475
H -0.509 0.521 0.622
H -1.137 -0.522 -1.833
H -0.256 0.726 -2.527
H -2.161 1.662 -2.447
H 1.828 1.314 -0.636
C 0.899 4.912 -1.819
C -0.520 4.669 -1.266
O -0.495 3.860 -0.075
O 1.309 3.871 -2.687
H 1.639 5.009 -1.024
H 0.847 5.882 -2.315
H -1.097 4.217 -2.073
H -1.035 5.603 -1.039
H -0.008 3.082 -0.358
H 1.621 3.102 -2.204
C -5.003 2.762 -0.567
C -6.507 2.782 -0.552
O -7.042 1.473 -0.512
O -4.418 3.939 -0.186
H -4.577 2.374 -1.492
H -4.691 1.970 0.114
H -6.931 3.225 -1.453
H -6.973 3.426 0.194
H -7.606 1.443 -1.288
H -3.952 4.305 -0.941
C 3.522 4.396 2.562
C 2.974 3.216 1.740
O 4.053 2.339 1.424
O 4.158 5.404 1.821
H 4.110 4.133 3.442
H 2.623 4.906 2.910
H 2.463 3.547 0.836
H 2.266 2.803 2.457
H 4.360 1.875 2.206
H 4.660 5.945 2.435
*
```

Summary:
- HOMO level (alpha / beta) (eV) = 0.0 / -6.4
- total energy (a.u.) = -3074.33260
- Kohn-Sham gap (alpha / beta) (Ha) = 0.0661 / 0.3008
- strongest force on any atom (eV/Å) = 2.97
- ⟨S²⟩ = 0.75

=====

# 2
# C32H97N5O14

A cluster of 14 separate species, C32H97N5O14 in total (ωB97M-V/def2-TZVPD, the Open Molecules 2025 dataset).

```
! RIJCOSX wB97M-V def2-TZVPD def2/J DEFGRID3
* xyz 0 1
C -0.197 -4.681 1.945
C -1.476 -5.460 2.195
O -2.063 -5.786 0.897
H 0.159 -4.191 2.851
H -0.343 -3.930 1.169
H 0.617 -5.278 1.536
H -2.133 -4.906 2.866
H -1.241 -6.402 2.691
H -2.424 -6.672 0.971
C -1.252 6.364 0.634
C -0.930 5.638 1.908
O -1.434 6.392 2.968
H -0.649 7.272 0.667
H -2.286 6.709 0.624
H -1.051 5.802 -0.278
H 0.092 5.315 2.106
H -1.457 4.684 1.885
H -2.365 6.471 2.749
C -0.106 -0.774 0.195
C -1.376 0.036 0.399
O -1.123 1.125 1.324
H -0.330 -1.457 -0.625
H 0.230 -1.403 1.019
H 0.831 -0.363 -0.181
H -2.218 -0.550 0.767
H -1.765 0.448 -0.532
H -0.839 1.936 0.896
C 2.121 2.769 3.084
C 0.751 2.618 3.784
O 0.901 2.001 5.031
H 2.776 3.363 3.721
H 1.983 3.409 2.213
H 2.575 1.853 2.707
H 0.190 1.926 3.156
H 0.156 3.529 3.846
H 0.855 1.043 4.988
C -5.155 0.300 1.554
C -4.342 1.369 2.291
O -5.221 2.427 2.600
H -5.455 0.660 0.570
H -6.116 0.040 1.998
H -4.532 -0.593 1.498
H -3.623 1.830 1.613
H -4.037 0.924 3.238
H -5.986 2.090 3.072
C 5.459 -0.016 -0.285
C 4.300 0.019 0.716
O 4.843 -0.247 2.001
H 5.881 -1.021 -0.308
H 6.318 0.626 -0.089
H 5.216 0.142 -1.335
H 3.608 -0.774 0.434
H 3.766 0.970 0.734
H 5.544 0.355 2.262
O -1.697 -0.320 3.670
H -0.885 -0.423 4.166
H -1.438 0.162 2.884
O -0.208 3.181 -0.163
H 0.562 3.737 -0.040
H -0.096 2.807 -1.037
O -1.045 -0.464 -3.781
H -1.744 -0.091 -4.317
H -1.465 -1.179 -3.302
C -0.487 -4.382 -3.527
C -0.597 -4.311 -1.964
C -1.961 -3.680 -1.574
O -2.145 -2.381 -2.173
C -3.459 -1.924 -1.955
N -0.522 -5.637 -1.401
H -0.816 -3.438 -3.961
H -1.015 -5.234 -3.956
H 0.555 -4.486 -3.828
H 0.153 -3.651 -1.528
H -2.111 -3.625 -0.496
H -2.696 -4.405 -1.925
H -3.720 -1.954 -0.898
H -4.248 -2.492 -2.448
H -3.402 -0.876 -2.249
H -1.257 -6.273 -1.676
H -0.758 -5.493 -0.429
C 2.277 1.204 -2.382
C 1.520 2.124 -3.270
C 1.607 1.973 -4.831
O 1.154 3.050 -5.627
C 1.663 2.906 -6.930
N 0.126 1.980 -2.897
H 3.363 1.230 -2.476
H 2.041 0.154 -2.560
H 2.065 1.351 -1.323
H 1.900 3.138 -3.152
H 1.045 1.131 -5.233
H 2.607 1.640 -5.111
H 1.472 1.934 -7.384
H 2.735 3.100 -6.950
H 1.312 3.731 -7.550
H -0.481 2.676 -3.305
H -0.191 1.073 -3.208
C 5.089 -4.573 -3.218
C 3.897 -3.695 -3.524
C 3.443 -2.918 -2.250
O 3.110 -3.954 -1.292
C 2.845 -3.412 -0.057
N 4.222 -2.763 -4.617
H 5.849 -4.103 -2.593
H 5.542 -5.129 -4.039
H 4.667 -5.371 -2.606
H 3.115 -4.411 -3.776
H 2.533 -2.369 -2.491
H 4.198 -2.230 -1.868
H 3.732 -3.028 0.448
H 2.518 -4.129 0.696
H 2.133 -2.587 -0.082
H 3.350 -2.256 -4.666
H 4.926 -2.118 -4.288
C 1.188 -0.543 7.877
C 0.162 -1.444 7.088
C 0.652 -1.803 5.647
O 0.916 -0.628 4.883
C 1.826 -1.028 3.845
N 0.022 -2.729 7.840
H 2.201 -0.937 7.792
H 1.122 -0.474 8.963
H 1.274 0.447 7.428
H -0.833 -1.009 6.990
H -0.089 -2.401 5.115
H 1.508 -2.425 5.908
H 2.784 -1.274 4.303
H 1.916 -0.204 3.138
H 1.478 -1.865 3.240
H -0.807 -3.166 7.464
H -0.345 -2.537 8.761
C -3.678 2.236 -1.721
C -4.227 3.605 -2.120
C -3.221 4.734 -2.104
O -2.372 4.495 -3.219
C -1.249 5.385 -3.374
N -4.900 3.443 -3.392
H -4.382 1.420 -1.889
H -3.308 2.135 -0.701
H -2.828 2.036 -2.373
H -5.004 3.866 -1.401
H -2.646 4.677 -1.180
H -3.748 5.683 -2.206
H -0.666 5.520 -2.464
H -1.657 6.368 -3.609
H -0.571 5.028 -4.150
H -5.495 4.258 -3.444
H -5.553 2.674 -3.351
*
```

Summary:
- energy above the lowest of the compared OMol25 structures with the same formula, charge and spin (kcal per mole) = 52.4
- HOMO level (eV) = -9.2
- total energy (a.u.) = -2604.31281
- Kohn-Sham gap (Ha) = 0.3521
- strongest force on any atom (eV/Å) = 2.69

=====

Number 1 is which compound?
C32H94N4O21